C30H47BeBrCl2N3O6Si as an isolated structure in a non-equilibrium geometry, computed with ωB97M-V/def2-TZVPD.

Positions of all 91 atoms, in Å:
H 4.4421 -3.4186 -0.6135
O -0.2228 -3.6074 0.7112
Be 0.5989 -2.2330 0.5125
H -0.1112 -8.8072 -0.3752
C -3.2726 6.7656 -3.4239
H 5.2021 -5.0254 -0.3055
C -2.6317 4.8699 1.1842
H 1.6081 -0.1912 4.1867
H -0.7879 6.0051 -1.1920
C -2.4605 4.1136 -0.1322
Br 0.3414 -6.1575 -1.7314
H -3.5241 7.4871 -4.2042
C -1.4741 -1.2567 -3.9635
H 2.1075 1.5743 2.3630
H 1.2443 0.6555 -0.5439
H -1.9597 -5.2356 2.5585
Cl 0.3002 -1.0381 2.1007
C 3.1819 1.3760 2.4645
H 3.0454 -6.8043 -0.0239
H 0.9462 -1.0013 -4.6501
H 4.1780 -6.5237 1.3403
C 3.9798 -0.8965 2.4827
C 0.9815 -0.9190 -3.5655
C -2.0322 6.8281 -2.7830
H -1.8764 -7.6040 3.3804
H -5.1301 5.6633 -3.6221
H 3.8862 -4.8866 -1.4988
C -4.1829 5.7560 -3.0887
H -1.8836 3.1669 2.2760
N -0.3209 -1.3590 -3.0768
H -2.2469 4.5916 3.2775
C -1.1565 -5.7281 0.6369
C -1.0509 -8.3738 1.5364
H -4.5584 4.0348 -1.8021
H -1.1438 -1.5209 -4.9701
C -1.7356 5.9445 -1.7371
H 1.1785 0.1255 -3.2898
C -3.8775 4.8480 -2.0731
H -1.3789 3.2244 -3.1397
H 1.9934 -4.2061 1.9505
Si -0.0963 2.6911 -1.0921
C 1.3796 3.8074 -1.3222
C 0.3678 1.1770 -0.1403
O -1.1760 3.4867 -0.0894
C -2.9233 7.0149 2.4517
H 3.0373 -1.0344 4.8544
N 3.3869 0.1033 3.1387
H -1.7669 1.5882 -2.5797
H -3.9087 6.9031 2.9214
H -0.2548 1.8921 -3.4688
H -2.2485 -1.9489 -3.6155
H -3.5718 3.5945 2.6478
C 4.2707 -4.4945 -0.5429
H 0.5720 1.3933 0.9129
O 2.2025 -2.8144 0.4338
C 2.4692 -3.9077 1.0014
H 2.3986 -6.3463 1.5739
C -1.1372 -4.3016 0.1287
H 3.6429 2.1779 3.0538
C -0.9458 2.3051 -2.7199
H -1.0747 -9.4157 1.8663
H -1.8650 -0.2300 -3.9849
H -2.8119 8.0731 2.1997
C -2.5777 4.0078 2.4105
C -0.4626 -1.7191 -1.8106
O -1.9430 -3.9339 -0.7382
H 1.7929 4.1278 -0.3546
Cl 4.3132 -3.1717 3.8540
C -2.6783 4.9825 -1.3604
H -2.8410 6.7675 0.2844
H -1.2787 7.5554 -3.0922
C -0.5365 -8.0458 0.2728
H 3.6556 1.3405 1.4827
H 4.1078 -1.8770 3.2137
H -3.2098 3.3066 -0.1274
C 3.2323 -6.2090 0.8817
C -2.7836 6.2032 1.2139
N 3.3400 -4.7988 0.5326
O 0.5065 -1.6656 -0.9985
H 2.1694 3.2864 -1.8829
H -2.1590 6.7714 3.1985
H 1.7731 -1.5641 -3.1766
C 2.6860 -0.1019 4.3972
C -0.5591 -6.7152 -0.1562
O 4.3987 -0.9340 1.3540
H -0.4731 0.4763 -0.1495
C -1.5392 -7.3609 2.3709
C -1.6042 -6.0422 1.9201
H -1.4479 -2.0897 -1.4936
H 2.8848 0.7516 5.0588
H 1.0901 4.7012 -1.8905

E_tot	-152002.5484	eV
energy above the lowest of the compared OMol25 structures with the same formula, charge and spin	13.7	kJ/mol
multiplicity	1
E_HOMO	-2.5	eV
orbital gap	4.51	eV
charge	-1